A molecular structure, C36H72BeN10O64S10 in a non-equilibrium geometry. Source: OMol25; level of theory: ωB97M-V/def2-TZVPD.

E_HOMO ... -8.245 eV
E ... -10773.15142 Eh
Multiplicity ... 1
E_LUMO ... -3.532 eV
F_max ... 0.144 hartree/bohr

Structure (XYZ):
```
193
Properties=species:S:1:pos:R:3:lowdin_charge:R:1
Be -3.28474 -2.83784 1.67922 0.3791
C 0.08194 -0.64032 1.00765 0.0045
C -1.01457 -1.14627 0.48543 -0.3242
C -1.45844 -0.87685 -0.89276 -0.4038
O -2.26062 -1.72147 -1.34289 0.0355
C -0.80966 0.27681 -1.42992 0.0066
C 0.18962 1.19495 -0.81020 -0.2549
C 0.81877 0.51497 0.55935 -0.2376
O 1.76218 1.14583 1.17454 -0.0404
O 0.74464 2.31310 -1.06093 -0.0474
O -1.75354 -2.05654 1.12018 -0.0520
H 0.21600 -1.21139 1.92611 0.1125
H -1.07528 0.46869 -2.48959 0.0723
C -1.57689 4.95662 -1.16341 -0.0599
C -1.39257 3.97962 -2.41804 -0.0969
O -2.35006 4.50581 -3.49044 -0.2311
S -2.04139 6.13662 -3.50012 0.6670
O -3.19191 6.86130 -3.91417 -0.2185
O -0.81626 6.40240 -4.23542 -0.2611
O -1.76760 6.26613 -1.87759 -0.2187
H -0.68770 5.04141 -0.55712 0.1031
H -2.34411 4.77959 -0.42786 0.1128
H -1.70826 2.95144 -2.25134 0.0926
H -0.37287 3.91032 -2.82482 0.0935
C -1.46914 -1.00384 4.71433 -0.1459
C -0.65449 -2.30235 4.69925 -0.1451
O -1.43063 -3.19647 5.55000 -0.2363
S -1.93686 -2.25619 6.88545 0.6539
O -0.94523 -2.15662 7.85053 -0.1643
O -3.24363 -2.72387 7.18801 -0.2309
O -2.07532 -0.90953 6.00966 -0.1818
H -2.31225 -1.04118 4.02857 0.1057
H -0.92516 -0.08618 4.50421 0.1102
H 0.31753 -2.22998 5.19792 0.1102
H -0.52165 -2.74352 3.71417 0.1058
C 5.04372 1.66598 2.24986 -0.0740
C 5.95039 2.71904 1.52049 -0.1403
O 6.03838 3.86959 2.42307 -0.1989
S 5.77479 3.32283 4.00768 0.6334
O 4.53283 3.78956 4.52055 -0.2276
O 6.98323 3.56467 4.72806 -0.2214
O 5.58135 1.78033 3.66075 -0.2411
H 5.06640 0.60886 2.02811 0.0878
H 4.01612 2.05595 2.39371 0.1166
H 5.55381 3.03191 0.54175 0.1126
H 6.94839 2.31301 1.37002 0.1255
C 2.59897 4.99837 -1.33319 -0.1165
C 2.29977 4.09074 -0.01339 0.0310
O 3.14521 4.97077 1.07657 -0.2266
S 3.76497 6.20338 0.41210 0.5377
O 5.04974 5.85791 -0.17586 -0.2769
O 3.74403 7.29660 1.29717 -0.1941
O 2.78310 6.36566 -0.84957 -0.2011
H 1.83019 5.05332 -2.11522 0.1034
H 3.53464 4.70242 -1.82625 0.1057
H 2.65644 3.06400 0.02827 0.0877
H 1.29480 4.17831 0.40401 0.0934
C -0.22548 2.68245 3.36447 -0.2130
C -1.58354 2.74440 2.66363 -0.1108
O -1.94328 4.16930 2.74971 -0.2240
S -1.07018 5.07794 3.70835 0.6786
O -1.84245 5.64146 4.74756 -0.2052
O -0.12360 5.89638 2.99821 -0.2213
O -0.23519 3.69344 4.35354 -0.1837
H 0.53530 2.89105 2.59307 0.1159
H 0.16334 1.73717 3.74056 0.0951
H -2.40270 2.24344 3.19727 0.1168
H -1.71387 2.37278 1.64196 0.1171
C 3.53195 0.91781 5.95709 -0.1153
C 2.25251 1.26429 5.13247 -0.1165
O 1.20124 0.49100 5.83821 -0.2502
S 1.75416 -0.19279 7.31459 0.6607
O 1.98119 -1.58053 7.09949 -0.2317
O 0.90463 0.24481 8.36306 -0.2167
O 3.16548 0.62392 7.38056 -0.1865
H 4.39460 1.53518 5.95929 0.0992
H 3.89491 -0.04680 5.56243 0.1047
H 2.26322 1.06445 4.07319 0.1071
H 1.98567 2.29693 5.38014 0.1257
C 4.93299 -0.62448 -2.93923 -0.0377
C 3.90269 -0.11013 -1.88997 -0.1079
O 4.68991 0.32439 -0.68701 -0.2531
S 6.31174 -0.17958 -0.86753 0.6120
O 6.67363 -0.82858 0.32589 -0.2238
O 7.11370 0.91615 -1.29660 -0.2227
O 6.05137 -1.23239 -2.04547 -0.1965
H 5.33142 0.19580 -3.53431 0.1018
H 4.58214 -1.34140 -3.64396 0.1125
H 3.23187 -0.82507 -1.42230 0.1039
H 3.30631 0.75458 -2.18369 0.1172
C 7.18321 4.32846 -2.13744 -0.0752
C 6.46493 5.49364 -2.98053 -0.0793
O 5.80719 4.74585 -4.07127 -0.2192
S 6.05148 3.17505 -3.97246 0.5734
O 6.32360 2.62329 -5.24034 -0.2070
O 4.99199 2.56364 -3.20044 -0.2531
O 7.43266 3.26381 -3.17019 -0.2082
H 6.48615 3.89966 -1.42331 0.0868
H 8.16071 4.52652 -1.69384 0.1383
H 7.15052 6.19755 -3.45817 0.1268
H 5.71174 6.04769 -2.43885 0.0944
C -4.12099 1.15006 -3.03342 -0.1083
C -4.52838 1.77895 -1.60470 -0.1400
O -5.66183 1.05239 -1.08021 -0.2330
S -6.03482 -0.32766 -2.01754 0.7107
O -7.41666 -0.36742 -2.30000 -0.2193
O -5.44892 -1.50033 -1.39212 -0.2525
O -5.19672 0.21733 -3.36126 -0.2109
H -3.21987 0.53780 -2.91298 0.0848
H -4.01488 1.87377 -3.85237 0.1388
H -4.83936 2.81742 -1.68492 0.1209
H -3.67308 1.75096 -0.90388 0.1024
C 1.76383 4.53336 -4.94597 -0.0179
C 0.71505 4.36161 -6.13971 -0.0680
O 0.91343 2.90986 -6.57944 -0.2090
S 1.16290 1.98874 -5.27599 0.5697
O 2.15202 1.05996 -5.68297 -0.2210
O -0.06838 1.44327 -4.75092 -0.2707
O 1.61869 3.12969 -4.26783 -0.2531
H 1.59058 5.29646 -4.19200 0.1008
H 2.73013 4.53038 -5.43866 0.1199
H 0.77423 5.05706 -6.98491 0.1382
H -0.28909 4.37808 -5.73998 0.0926
C 0.94230 -5.21127 2.20995 0.0588
N -0.38189 -5.59739 2.64897 -0.4054
O -1.26118 -5.79123 1.79138 0.0277
O -0.62483 -5.75437 3.84465 0.0627
H 1.16912 -4.54067 3.03821 0.0845
H 0.93887 -4.64459 1.28170 0.1035
H 1.55759 -6.10211 2.22515 0.1169
C -3.27309 -8.08556 0.99873 0.0550
N -3.91960 -6.94820 0.25775 -0.4043
O -4.18032 -5.92920 0.92586 0.0027
O -4.21370 -7.08308 -0.88882 0.0886
H -2.21019 -8.22986 0.76423 0.1041
H -3.88112 -8.94924 0.77054 0.0931
H -3.53269 -7.80500 2.01053 0.0811
C -2.46477 -0.73896 -5.36840 0.0389
N -2.50462 -0.10015 -6.75504 -0.4367
O -3.58041 0.35386 -7.09004 0.0640
O -1.46622 -0.10727 -7.35429 0.0793
H -3.43586 -0.79426 -4.88835 0.0670
H -1.67498 -0.28576 -4.76699 0.0572
H -2.16122 -1.76086 -5.61093 0.0944
C 0.53555 -6.05410 -1.99056 0.0420
N -0.66903 -5.27382 -2.02287 -0.4229
O -1.07619 -4.77826 -3.05655 0.0660
O -1.30504 -5.15989 -0.98275 0.0552
H 0.24623 -7.04106 -1.64724 0.1080
H 1.17688 -5.56901 -1.25017 0.0989
H 0.99250 -6.02333 -2.96273 0.1001
C -5.91985 -0.16711 2.26620 0.1407
N -4.49162 -0.41789 1.59763 -0.2569
O -3.74723 0.49744 1.42972 0.1774
O -4.36218 -1.62375 1.30867 0.0230
H -5.78895 0.69651 2.90383 0.0981
H -6.14470 -1.06405 2.84758 0.0868
H -6.61150 0.01929 1.43442 0.1020
C 3.50490 -1.63763 1.55782 0.0372
N 3.46415 -1.80808 2.99742 -0.3970
O 2.50392 -2.40664 3.50265 0.0375
O 4.40179 -1.39545 3.64576 0.0916
H 3.08829 -2.50067 1.07853 0.0993
H 4.54188 -1.59956 1.31533 0.0714
H 2.98937 -0.70814 1.25324 0.0837
C 0.34106 -2.05565 -3.90091 0.0383
N 1.36367 -2.75301 -3.13015 -0.4254
O 2.32241 -3.25378 -3.72088 0.0434
O 1.27694 -2.86216 -1.92291 0.0404
H -0.65254 -2.19323 -3.48122 0.0804
H 0.45689 -2.53605 -4.86480 0.1093
H 0.68872 -1.00071 -3.98190 0.1074
C -3.94098 -4.98777 4.60319 0.1251
N -4.05419 -3.73819 3.80627 -0.2327
O -3.23934 -3.70110 2.80963 0.0340
O -4.73995 -2.86779 4.20468 0.2230
H -4.86019 -5.21640 5.13697 0.1302
H -3.18739 -4.55648 5.25864 0.0925
H -3.47091 -5.80985 4.08509 0.1043
C -7.98023 -3.09733 -0.37122 0.0478
N -6.93499 -4.10822 -0.12315 -0.3779
O -7.12915 -5.26982 -0.50593 0.0704
O -5.87784 -3.75382 0.45629 -0.0047
H -8.95937 -3.54767 -0.27686 0.1037
H -7.70126 -2.84181 -1.38889 0.0892
H -7.88485 -2.20230 0.25474 0.0962
C -4.44854 -5.25851 -3.72773 0.0570
N -3.98085 -4.03493 -3.00033 -0.4030
O -3.92640 -4.06074 -1.78514 0.0467
O -3.55466 -3.11914 -3.71491 0.0207
H -3.57599 -5.72961 -4.16497 0.0945
H -5.13486 -4.85342 -4.47555 0.0990
H -4.97440 -5.89283 -3.01149 0.0796
```